No. 1
11 unconnected molecules or ions with the total composition H22O11 at a distorted geometry. Source: OMol25; level of theory: ωB97M-V with the def2-TZVPD basis set.

Its structure (SMILES) is O.O.O.O.O.O.O.O.O.O.O. The HOMO energy comes out at -9.8 eV. Its LUMO energy is -0.243 eV.

Geometry as XYZ:
```
33
H22O11, DFT ωB97M-V with the def2-TZVPD basis set
O 0.020 -3.261 -0.438
H -0.005 -2.341 -0.138
H 0.813 -3.182 -1.127
O 2.645 -0.324 -1.772
H 3.391 -0.265 -2.378
H 2.998 0.125 -1.036
O -2.802 1.889 -0.376
H -2.311 1.959 0.317
H -2.562 1.017 -0.806
O -1.769 -2.709 1.947
H -1.991 -3.403 1.473
H -1.641 -1.918 1.409
O -1.489 0.986 2.313
H -1.131 0.449 2.924
H -2.407 0.739 2.268
O -0.175 -0.501 0.353
H -0.517 -0.055 1.224
H 0.026 0.114 -0.451
O 2.132 -1.969 1.103
H 1.564 -2.412 1.752
H 1.513 -1.407 0.729
O 2.563 1.240 0.776
H 1.748 1.840 1.006
H 3.016 1.956 0.435
O -0.060 1.254 -2.006
H -0.799 1.747 -2.142
H 0.531 1.943 -1.934
O 0.517 2.790 1.696
H -0.260 2.365 1.700
H 0.423 3.297 2.448
O -1.666 -0.844 -3.603
H -0.899 -0.319 -3.132
H -1.404 -0.816 -4.535
```

No. 2
11 unconnected molecules or ions with the total composition H22O11. Source: OMol25; level of theory: ωB97M-V with the def2-TZVPD basis set.

Its structure (SMILES) is O.O.O.O.O.O.O.O.O.O.O. The HOMO energy comes out at -10.5 eV. Its LUMO energy is -0.524 eV.

Geometry as XYZ:
```
33
H22O11, DFT ωB97M-V with the def2-TZVPD basis set
O 2.546 1.084 -0.653
H 2.389 0.510 -1.413
H 3.504 1.146 -0.587
O 0.230 0.250 -3.718
H -0.457 0.791 -4.118
H 0.053 0.272 -2.769
O -2.289 1.706 0.585
H -2.510 1.852 -0.339
H -2.584 2.509 1.030
O 1.107 3.367 0.383
H 1.919 3.771 0.702
H 1.384 2.512 0.018
O -3.026 -1.571 1.215
H -3.319 -0.988 1.923
H -3.154 -1.068 0.405
O 0.999 -2.303 2.425
H 0.469 -3.094 2.288
H 0.424 -1.563 2.187
O -4.052 0.159 -1.975
H -4.579 0.435 -1.217
H -3.165 0.491 -1.820
O 0.310 0.452 2.127
H -0.583 0.784 1.966
H 0.845 1.246 2.237
O -0.095 -0.538 -0.569
H 0.520 -0.151 0.071
H -0.962 -0.269 -0.252
O 0.697 -3.060 -1.593
H 1.346 -3.392 -0.966
H 0.756 -2.097 -1.523
O 3.894 -1.440 1.368
H 4.401 -0.661 1.125
H 2.980 -1.143 1.458
```

No. 3
11 unconnected molecules or ions with the total composition H22O11 at a distorted geometry. Source: OMol25; level of theory: ωB97M-V with the def2-TZVPD basis set.

Its structure (SMILES) is O.O.O.O.O.O.O.O.O.O.O. The HOMO energy comes out at -10.3 eV. Its LUMO energy is -0.203 eV.

Geometry as XYZ:
```
33
H22O11, DFT ωB97M-V with the def2-TZVPD basis set
O -0.018 0.740 0.054
H -0.762 0.271 0.473
H -0.440 1.221 -0.607
O 2.741 -2.523 -0.990
H 3.284 -3.100 -1.643
H 1.889 -2.903 -0.823
O -4.477 0.034 1.571
H -4.901 0.874 1.552
H -5.075 -0.638 1.213
O -2.755 -1.072 1.873
H -2.938 -1.528 1.131
H -3.614 -1.144 2.373
O 1.493 -2.181 1.621
H 1.576 -1.860 0.673
H 2.281 -2.448 1.988
O -0.762 -3.765 -2.084
H 0.245 -3.793 -1.957
H -1.236 -3.781 -1.247
O 2.564 2.343 2.023
H 2.279 2.523 1.152
H 2.520 1.379 1.969
O -2.453 4.700 -1.317
H -1.969 5.319 -0.794
H -1.877 4.214 -1.832
O -4.363 0.316 -1.626
H -3.870 -0.513 -1.796
H -4.803 0.175 -0.777
O 4.081 2.016 -1.689
H 4.298 2.059 -2.547
H 4.186 1.121 -1.376
O 4.250 0.853 0.771
H 4.360 1.172 1.753
H 4.266 -0.084 0.914
```

No. 4
11 unconnected molecules or ions with the total composition H23O11 at a distorted geometry. Source: OMol25; level of theory: ωB97M-V with the def2-TZVPD basis set.

As for the spin multiplicity: 2. The HOMO energy (spin up / spin down) comes out at -2.7 / -10.5 eV. Its LUMO energy (spin up / spin down) is 0.120 / -0.061 eV. Its expectation value of S² is 0.751.

Geometry as XYZ:
```
34
H23O11, DFT ωB97M-V with the def2-TZVPD basis set
O 1.724 3.407 -0.078
H 1.913 3.055 0.913
H 2.409 2.961 -0.613
O 0.728 -2.309 -2.968
H 0.668 -2.956 -3.679
H -0.604 2.943 -2.238
O -2.068 2.692 0.315
H 1.046 1.320 1.320
H -0.663 -2.795 3.509
O -2.245 -1.496 -3.035
H -2.636 -2.040 -2.338
H -1.186 -0.935 0.839
O 2.716 -0.185 3.427
H 3.539 -0.543 3.779
H -2.420 -0.586 -2.739
O 1.849 0.288 -3.367
H 1.248 0.362 -4.119
H -2.579 2.334 -0.417
O 0.272 2.672 -1.960
H -2.630 3.229 0.883
O -1.037 -0.353 1.584
H -1.240 -0.783 2.415
H -0.202 -2.077 -2.814
O -2.155 -3.284 0.192
H 0.157 1.710 -2.143
H -3.100 -3.180 0.339
O 1.808 1.798 1.722
H -1.907 -4.130 0.589
H 1.705 1.606 2.665
O -0.228 -2.019 3.855
H 0.318 -2.103 4.635
H 1.650 -0.630 -3.092
H 2.265 -0.910 2.972
H 0.880 2.941 -0.351
```